[1]
ORCA calculation (ωB97M-V/def2-TZVPD) on a 2-piece molecular cluster, C23H16N2O overall in a non-equilibrium geometry.

As for the LUMO energy: -0.131 Ha. The maximum force is 2.024 eV Å⁻¹. The value obtained for the orbital gap is 2.67 eV.

Structure (ORCA input):
```
! wB97M-V def2-TZVPD RIJCOSX def2/J DEFGRID3
* xyz 0 1
O 2.6727 4.1439 0.9111
C 1.7735 3.3215 0.9428
C 0.3365 3.6056 0.9555
N -0.6788 2.6869 1.0036
C -1.8270 3.4234 0.9917
C -1.4741 4.8133 0.9298
N -0.1211 4.9000 0.9124
H 1.9665 2.2231 0.9617
H -2.8323 3.0145 1.0244
H -2.1535 5.6615 0.8961
C -0.1605 -0.7682 -0.1714
C -1.5872 -0.9198 -0.3125
C -2.4828 -0.7536 0.7706
C -3.8265 -1.0993 0.6254
C -4.3059 -1.6238 -0.5864
C -3.4306 -1.7783 -1.6722
C -2.0939 -1.4145 -1.5479
C 0.7387 -0.5081 -1.2785
C 2.0466 -0.9808 -0.9183
C 3.0927 -0.9703 -1.8308
C 2.8639 -0.4031 -3.0906
C 1.6087 0.1530 -3.4147
C 0.5347 0.0942 -2.5185
C 1.9914 -1.4257 0.4637
C 0.6431 -1.2276 0.9450
C 0.3322 -1.5585 2.2618
C 1.3454 -2.0803 3.0762
C 2.6459 -2.3119 2.5836
C 2.9756 -1.9859 1.2624
H -2.1108 -0.3366 1.7091
H -4.5084 -0.9746 1.4691
H -5.3550 -1.9167 -0.6861
H -3.7885 -2.1930 -2.6167
H -1.4047 -1.5778 -2.3808
H 4.0551 -1.3971 -1.5440
H 3.6731 -0.3796 -3.8217
H 1.4670 0.6337 -4.3831
H -0.4377 0.5312 -2.7493
H -0.6761 -1.3949 2.6350
H 1.1165 -2.3220 4.1142
H 3.4064 -2.7467 3.2331
H 3.9692 -2.1571 0.8451
*
```

***

[2]
ORCA calculation (ωB97M-V/def2-TZVPD) on a 3-piece molecular cluster, C2H10NO3 overall.

As for the LUMO energy: 0.155 Ha. The maximum force is 0.566 eV Å⁻¹. The value obtained for the orbital gap is 8.32 eV. The value obtained for the energy above the lowest of the compared OMol25 structures with the same formula, charge and spin is 0.0 kJ/mol.

Structure (ORCA input):
```
! wB97M-V def2-TZVPD RIJCOSX def2/J DEFGRID3
* xyz -1 1
C 2.4201 0.1568 0.0786
N 1.6530 -0.5335 -0.9593
C 0.2715 -0.7877 -0.5237
O -0.4709 0.3509 -0.3116
H 1.9483 1.0859 0.4125
H 3.4249 0.3665 -0.2956
H 2.5088 -0.5018 0.9444
H 1.5701 0.1091 -1.7394
H 0.3630 -1.3821 0.4037
H -0.1878 -1.4203 -1.3039
H -1.3011 0.9104 2.4350
H -0.3576 0.7342 1.1970
O -0.3649 0.9699 2.2009
H -1.9798 -0.0002 -0.6785
H -3.1202 -0.8738 -0.0938
O -2.9418 -0.2944 -0.8420
*
```

***

[3]
ORCA calculation (ωB97M-V/def2-TZVPD) on a 2-piece molecular cluster, CH2BF3 overall in a non-equilibrium geometry.

As for the LUMO energy: 0.007 Ha. The maximum force is 3.420 eV Å⁻¹. The value obtained for the orbital gap is 11.49 eV. The value obtained for the energy above the lowest of the compared OMol25 structures with the same formula, charge and spin is 235.2 kJ/mol.

Structure (ORCA input):
```
! wB97M-V def2-TZVPD RIJCOSX def2/J DEFGRID3
* xyz 0 1
B 1.9492 0.0531 0.2383
C -2.4223 -0.4551 -0.7079
F -2.0735 -0.4594 0.5273
F -3.0783 0.6767 -0.8563
F 0.9706 0.8612 0.1341
H 2.4077 0.0277 1.2246
H 2.2466 -0.7041 -0.5601
*
```

***

[4]
ORCA calculation (ωB97M-V/def2-TZVPD) on a 2-piece molecular cluster, C22H21NO4 overall in a non-equilibrium geometry.

As for the LUMO energy: -0.087 Ha. The maximum force is 2.211 eV Å⁻¹. The value obtained for the orbital gap is 3.55 eV. The value obtained for the energy above the lowest of the compared OMol25 structures with the same formula, charge and spin is 815.4 kJ/mol.

Structure (ORCA input):
```
! wB97M-V def2-TZVPD RIJCOSX def2/J DEFGRID3
* xyz 0 1
C 0.7877 -2.3111 -6.2149
O 0.3906 -0.9754 -6.0017
C 0.1046 -0.6193 -4.6862
C -0.3640 0.6868 -4.4531
C -0.7431 1.1019 -3.2083
C -0.7035 0.2210 -2.1042
C -1.2097 0.6601 -0.8548
C -1.4985 -0.1034 0.3036
C -1.7468 0.5704 1.5207
C -1.9367 -0.1248 2.6807
C -1.9233 -1.5313 2.7134
O -2.0593 -2.1536 3.9514
C -1.9277 -3.5580 3.9575
C -1.7887 -2.2045 1.4876
C -1.5952 -1.5156 0.3219
C -0.1171 -1.0493 -2.3218
C 0.2621 -1.4581 -3.5710
H 1.0110 -2.4281 -7.2757
H 1.6884 -2.5349 -5.6452
H -0.0227 -2.9889 -5.9466
H -0.4022 1.3656 -5.2848
H -1.0551 2.1211 -3.0516
H -1.4027 1.7180 -0.7756
H -1.8018 1.6460 1.5202
H -2.1172 0.3994 3.6006
H -2.0649 -3.9060 4.9816
H -2.6929 -4.0183 3.3332
H -0.9294 -3.8372 3.6201
H -1.8751 -3.2764 1.4672
H -1.5954 -2.0502 -0.6083
H 0.0981 -1.6741 -1.4755
H 0.7163 -2.4234 -3.7021
C 2.1358 1.4217 0.3521
N 2.1190 2.2001 -0.8277
O 2.3115 1.6221 -1.9185
O 1.9166 3.4291 -0.7596
C 1.8729 1.9065 1.6327
C 1.4794 3.2418 1.8621
C 1.2619 3.7117 3.1289
C 1.4315 2.8765 4.2180
C 1.7911 1.5533 4.0270
C 2.0044 1.0675 2.7631
H 2.3957 0.3916 0.2283
H 1.3522 3.9024 1.0222
H 0.9728 4.7390 3.2844
H 1.2858 3.2544 5.2170
H 1.9017 0.8979 4.8768
H 2.2818 0.0362 2.6151
*
```

***

[5]
ORCA calculation (ωB97M-V/def2-TZVPD) on a 3-piece molecular cluster, C20H41BBr2NO6P2S overall in a non-equilibrium geometry.

As for the LUMO energy: 0.097 Ha. The maximum force is 3.863 eV Å⁻¹. The value obtained for the orbital gap is 7.46 eV.

Structure (ORCA input):
```
! wB97M-V def2-TZVPD RIJCOSX def2/J DEFGRID3
* xyz -1 1
C 4.4308 0.5553 2.8776
C 3.3143 0.3319 2.1337
C 3.4410 0.3955 0.5868
B 2.1039 -0.1470 -0.2452
C 1.4472 1.2679 -0.8451
Br -0.5457 1.2412 -0.5810
C 1.7322 1.5486 -2.3534
C 3.2413 1.4998 -2.7503
Br 0.6356 0.4430 -3.5953
O 2.6150 -1.1548 -1.1836
C 2.3408 -2.4160 -0.5880
S 2.6375 -3.6312 -1.9511
P 3.4864 -3.0112 0.7928
C 3.0208 -4.7841 1.2284
O 5.0791 -3.1142 0.2270
C 0.8346 -2.1272 -0.1057
O 0.0856 -1.9853 -1.3423
C -0.6451 -3.0253 -1.6191
N -1.2398 -3.9283 -1.9605
P 0.0615 -3.1209 1.2928
C 0.7664 -2.6302 2.9439
C -1.7726 -2.7079 1.4278
O 1.0596 -0.8682 0.5102
H 5.0067 1.4743 2.6745
H 4.8126 -0.1597 3.6226
H 2.3368 0.0796 2.5679
H 4.2707 -0.3010 0.3339
H 3.7970 1.3937 0.2317
H 1.7795 2.1532 -0.2692
H 1.3869 2.5824 -2.5514
H 3.5277 2.5055 -3.1308
H 3.9281 1.2783 -1.9198
H 3.3662 0.8226 -3.6132
H 2.5756 -2.8494 -3.0687
H 2.8779 -4.8587 2.3233
H 3.8017 -5.5057 0.9137
H 2.0419 -5.0630 0.7877
H 5.2533 -4.0547 0.0539
H 0.9797 -1.5484 3.0163
H 1.6276 -3.2459 3.2466
H -0.0383 -2.8419 3.6834
H -2.0438 -2.3093 2.4183
H -2.3830 -3.5645 1.1004
H -1.9485 -1.9030 0.6764
C -0.1078 1.9451 2.8331
C -1.0216 1.2715 3.8389
O -1.2855 2.0573 4.9964
C -1.9134 3.3042 4.7695
C -3.2720 3.1941 4.0984
H 0.8441 2.2117 3.3002
H 0.0858 1.2753 1.9932
H -0.5442 2.8618 2.4329
H -0.5441 0.3571 4.1968
H -1.9629 0.9644 3.3686
H -1.2492 3.9667 4.2038
H -2.0407 3.7634 5.7528
H -3.2002 2.7514 3.1039
H -3.7243 4.1822 3.9918
H -3.9403 2.5642 4.6899
C -2.4131 0.8116 -4.9751
C -3.2701 0.5636 -3.7471
O -3.8362 1.7450 -3.1967
C -4.6918 2.4811 -4.0468
C -5.9052 1.6998 -4.5235
H -1.6114 1.5103 -4.7432
H -1.9729 -0.1241 -5.3248
H -2.9918 1.2378 -5.7989
H -2.6477 0.1300 -2.9624
H -4.0574 -0.1699 -3.9582
H -4.1283 2.8866 -4.8948
H -5.0317 3.3407 -3.4647
H -5.6219 0.8332 -5.1229
H -6.5487 2.3341 -5.1371
H -6.4824 1.3340 -3.6717
*
```

***

[6]
ORCA calculation (ωB97M-V/def2-TZVPD) on an isolated ion of composition C2H6O2PS and charge -1 in a non-equilibrium geometry.

As for the LUMO energy: 0.143 Ha. The maximum force is 1.608 eV Å⁻¹. The value obtained for the orbital gap is 7.27 eV. The value obtained for the energy above the lowest of the compared OMol25 structures with the same formula, charge and spin is 286.6 kJ/mol.

Structure (ORCA input):
```
! wB97M-V def2-TZVPD RIJCOSX def2/J DEFGRID3
* xyz -1 1
C -0.8499 -0.2295 0.0223
C 0.1498 0.6586 -0.6914
O 2.3245 2.1910 -0.5220
O 2.2685 -0.2649 0.8067
P 1.4352 1.4902 0.4170
S 3.3244 -1.2029 -0.3109
H -1.4391 0.3503 0.7340
H -1.5284 -0.7030 -0.6920
H -0.3250 -1.0104 0.5682
H -0.3536 1.4850 -1.2109
H 0.7316 0.0986 -1.4308
H 2.8597 -0.1341 1.5589
*
```